1.
C42H30ClN6O6Ti | wB97M-V/def2-TZVPD

XYZ file:
```
86
Properties=species:S:1:pos:R:3:forces:R:3:mulliken_charge:R:1
Ti -0.0411 -0.0726 1.1690 -1.2 -0.6 0.1 -0.38
C -4.2269 2.2508 1.9541 0.1 0.0 0.0 -0.78
O -3.8770 1.2948 2.9766 0.0 0.0 0.1 -0.45
C -2.8546 0.5985 2.4779 0.0 0.1 -0.1 -0.02
N -2.3293 0.9654 1.3697 -0.1 -0.1 -0.1 0.55
C -3.0335 2.2140 0.9801 -0.1 0.1 0.0 0.60
C -3.4319 2.3352 -0.4759 0.0 0.0 0.0 -0.16
C -2.5518 1.9601 -1.4851 0.0 0.0 0.0 0.02
C -2.8892 2.1317 -2.8198 0.0 0.0 0.0 -1.28
C -4.1082 2.6962 -3.1676 0.0 0.0 0.0 -0.61
C -4.9810 3.0977 -2.1687 0.0 0.0 0.0 -0.88
C -4.6432 2.9219 -0.8331 0.0 0.0 0.0 -0.69
C -2.3337 -0.5349 3.2131 -0.2 0.0 0.1 0.27
C -2.7971 -0.9126 4.4449 0.1 -0.1 0.0 -0.73
C -2.1983 -2.0058 5.1019 0.0 0.0 0.0 -0.66
C -1.1899 -2.6815 4.4471 -0.3 0.0 0.0 -0.98
C -0.8121 -2.2554 3.1806 0.4 -0.3 -0.1 0.44
N -1.3242 -1.1600 2.5476 0.6 0.3 0.0 0.30
C 0.2469 -2.8428 2.4322 -0.1 0.1 0.1 0.10
N 0.6729 -2.2606 1.3513 0.3 0.2 0.1 0.46
C 1.8087 -3.0647 0.8646 0.0 -0.1 -0.1 -0.49
C 1.7861 -4.3061 1.7894 0.0 0.0 0.0 -0.48
O 0.8494 -3.9650 2.8327 0.0 -0.1 -0.1 -0.53
C 1.7259 -3.4439 -0.5952 0.0 0.0 0.0 0.26
C 0.5134 -3.8094 -1.1723 0.0 0.0 0.0 -0.17
C 0.4606 -4.1954 -2.5034 0.0 0.0 0.0 -0.90
C 1.6207 -4.2301 -3.2693 0.0 0.0 0.0 -0.56
C 2.8349 -3.8812 -2.6962 0.0 0.0 0.0 -0.84
C 2.8835 -3.4883 -1.3641 0.0 -0.1 0.0 -0.03
H -4.3801 3.2147 2.4304 0.0 0.0 0.0 0.34
H -5.1537 1.9121 1.4939 0.0 0.0 0.0 0.43
H -2.3594 3.0472 1.2040 0.0 0.0 0.0 0.14
H -1.5842 1.5714 -1.2107 0.1 -0.1 0.0 0.98
H -2.1893 1.8369 -3.5930 0.0 0.0 0.0 0.48
H -4.3699 2.8357 -4.2081 0.0 0.0 0.0 0.42
H -5.9285 3.5525 -2.4256 0.0 0.0 0.0 0.40
H -5.3391 3.2571 -0.0747 0.0 0.0 0.0 0.47
H -3.6075 -0.3564 4.8936 0.0 0.0 0.0 0.55
H -2.5258 -2.2997 6.0881 0.0 0.0 0.0 0.44
H -0.6843 -3.5327 4.8815 0.0 0.0 0.0 0.52
H 2.7389 -2.5110 1.0170 0.0 0.0 0.0 0.36
H 2.7481 -4.5223 2.2471 0.0 0.0 0.0 0.39
H 1.4198 -5.1929 1.2740 0.0 0.0 0.0 0.34
H -0.3929 -3.7773 -0.5766 0.0 0.0 0.0 0.42
H -0.4866 -4.4767 -2.9456 0.0 0.0 0.0 0.44
H 1.5775 -4.5389 -4.3058 0.0 0.0 0.0 0.48
H 3.7441 -3.9165 -3.2836 0.0 0.0 0.0 0.45
H 3.8338 -3.2184 -0.9147 0.0 0.0 0.0 0.45
O 4.0911 -1.0580 -5.2518 0.1 0.0 0.0 -0.62
N 2.9843 -0.6791 -4.9412 -0.1 -0.2 -0.3 1.10
O 2.1055 -0.3881 -5.7269 0.0 0.1 0.1 -0.63
C 2.6935 -0.5629 -3.5034 -0.1 0.0 0.0 -0.31
C 3.7569 -0.3626 -2.7148 0.3 0.1 0.0 -0.67
C 3.5941 -0.1889 -1.3136 0.0 0.1 0.2 1.65
C 4.6883 0.0299 -0.4609 0.1 0.0 0.0 -0.94
C 4.4737 0.1926 0.8814 0.1 0.0 0.1 -1.25
C 3.1596 0.1607 1.3568 0.0 0.1 0.0 -0.52
N 2.1229 -0.0409 0.5702 -0.4 0.1 0.0 0.82
C 2.3152 -0.2344 -0.7518 0.2 0.0 0.0 -0.91
C 1.1827 -0.5295 -1.5972 -0.1 0.2 -0.3 -0.35
N -0.0240 -0.6580 -1.0042 0.0 0.3 0.3 1.73
C -1.0768 -0.9636 -1.7308 0.0 0.0 0.0 -0.87
C -0.9978 -1.1543 -3.1095 0.0 0.0 -0.1 -1.19
C 0.2086 -1.0064 -3.7393 0.0 0.1 0.0 -0.63
C 1.3549 -0.6712 -2.9868 -0.2 -0.2 0.1 0.81
H 4.7455 -0.3190 -3.1513 0.0 0.0 0.0 0.62
H 5.6875 0.0653 -0.8775 0.0 0.0 0.0 0.54
H 5.2889 0.3564 1.5717 0.0 0.0 0.0 0.46
H 2.9395 0.3043 2.4079 0.0 0.0 0.0 0.62
H -2.0176 -1.0593 -1.2020 0.0 0.0 0.0 0.43
H -1.8878 -1.4126 -3.6659 0.0 0.0 0.0 0.51
H 0.2865 -1.1475 -4.8031 0.0 0.0 -0.1 0.62
Cl 0.6736 7.2236 2.3331 0.0 0.0 0.0 -0.21
C 0.4847 5.5912 1.7878 0.0 0.0 0.0 -0.04
C 0.1495 5.3450 0.4431 0.0 0.0 0.0 -0.71
C -0.0025 4.0668 -0.0203 0.0 0.0 -0.1 -0.70
C 0.1639 2.9490 0.8336 0.1 0.0 -0.1 -0.58
O 0.0093 1.7575 0.3543 0.6 0.1 0.0 1.21
C 0.4927 3.2142 2.1899 -0.1 0.1 -0.1 1.80
C 0.6736 2.1714 3.1329 0.1 -0.1 0.2 -0.70
O 0.5227 0.9538 2.9356 0.1 -0.1 -0.2 -0.44
C 0.6564 4.5462 2.6423 0.0 0.0 0.1 -1.15
H 0.0145 6.1857 -0.2250 0.0 0.0 0.0 0.47
H -0.2646 3.8786 -1.0535 0.0 0.0 0.0 0.44
H 0.9965 2.4773 4.1376 -0.1 0.0 0.0 0.30
H 0.9136 4.7264 3.6793 0.0 0.0 0.0 0.45
```
Forces are in eV/Å.

Results
HOMO-LUMO gap (spin up / spin down)	4.648 / 7.011	eV
charge	+1
maximum force	1.3	eV/Å
multiplicity	3
HOMO (spin up / spin down)	-8.29 / -10.65	eV
energy relative to the best compared isomer or geometry (same formula, charge and spin)	0.0349	eV

2.
C42H31Br2MoN3OPS2 | wB97M-V/def2-TZVPD

XYZ file:
```
83
Properties=species:S:1:pos:R:3:forces:R:3:mulliken_charge:R:1
Mo 0.0855 -0.5898 0.1887 0.3 -0.5 -0.1 -2.27
C -3.3642 5.0455 0.2304 0.0 0.0 0.0 -0.53
C -2.0618 5.2525 0.6602 0.0 0.0 0.0 -0.77
C -1.2385 4.1674 0.9377 0.0 0.0 -0.1 -0.23
C -1.7263 2.8731 0.7801 0.0 0.0 -0.1 0.83
C -3.0375 2.6676 0.3514 0.0 0.0 0.1 -0.36
C -3.8537 3.7527 0.0795 0.0 0.0 0.0 -0.81
P -0.7317 1.4542 1.2897 0.1 0.3 0.3 2.67
C 0.9850 2.0460 1.4513 -0.1 0.0 0.0 0.47
C 1.6501 2.0558 2.6751 0.0 0.0 0.0 -0.96
C 2.9907 2.4060 2.7306 0.0 0.0 0.0 -0.69
C 3.6833 2.7285 1.5682 0.0 0.0 0.0 -0.52
C 3.0312 2.7069 0.3443 0.0 0.0 0.0 -0.81
C 1.6845 2.3693 0.2838 0.0 0.0 0.0 -0.03
C -1.3609 0.9551 2.8756 0.0 -0.1 -0.1 -0.55
C -1.7700 1.8131 3.8619 0.0 0.0 0.1 -0.40
C -2.2443 1.2878 5.0800 0.0 0.1 -0.1 -0.96
C -2.3096 -0.0678 5.2521 0.0 -0.1 0.0 -0.84
C -1.9150 -0.9680 4.2326 0.0 0.0 0.1 0.89
C -2.0094 -2.3700 4.4021 0.0 0.0 0.1 -0.94
C -1.6382 -3.1916 3.3849 0.0 -0.1 -0.1 -1.26
C -1.1581 -2.6673 2.1590 0.0 0.1 0.2 0.00
C -1.0369 -1.3173 1.9254 -0.2 0.1 0.0 0.70
C -1.4301 -0.4521 3.0054 0.0 -0.2 0.0 0.08
H -4.0037 5.8931 0.0182 0.0 0.0 0.0 0.41
H -1.6822 6.2594 0.7817 0.0 0.0 0.0 0.44
H -0.2197 4.3328 1.2656 0.0 0.0 0.0 0.42
H -3.4218 1.6601 0.2412 0.0 0.0 0.0 0.42
H -4.8733 3.5923 -0.2480 0.0 0.0 0.0 0.45
H 1.1284 1.7620 3.5779 0.0 0.0 0.0 0.48
H 3.5009 2.4117 3.6854 0.0 0.0 0.0 0.43
H 4.7328 2.9914 1.6181 0.0 0.0 0.0 0.45
H 3.5672 2.9548 -0.5637 0.0 0.0 0.0 0.45
H 1.1758 2.3740 -0.6726 0.0 0.0 -0.1 0.44
H -1.7361 2.8863 3.7097 0.0 0.0 0.0 0.56
H -2.5633 1.9568 5.8690 0.0 0.0 0.0 0.44
H -2.6849 -0.4781 6.1842 0.0 0.0 -0.1 0.43
H -2.3828 -2.7697 5.3385 0.0 0.0 0.0 0.40
H -1.7088 -4.2669 3.5021 0.0 0.0 0.0 0.47
H -0.8725 -3.3851 1.4063 0.0 0.0 0.0 0.52
C 1.2638 -1.4067 -3.2932 0.0 0.1 -0.1 -1.07
C 2.3273 -1.0575 -2.3064 0.1 0.0 0.1 0.66
C 3.6487 -0.9030 -2.7872 -0.1 -0.1 -0.1 -1.21
C 4.6927 -0.7570 -1.9295 0.1 0.0 0.0 -1.15
C 4.4567 -0.7785 -0.5387 0.0 0.1 -0.1 0.84
C 5.4515 -0.6946 0.4658 0.0 0.0 -0.1 0.08
Br 7.2696 -0.5184 -0.0085 0.0 0.0 0.0 -0.19
C 5.1151 -0.7596 1.7829 -0.1 0.0 0.2 -0.37
C 3.7652 -0.8781 2.1683 0.2 0.0 0.2 -0.05
Br 3.3305 -0.9798 3.9913 0.0 0.0 0.0 -0.10
C 2.7643 -0.9115 1.2361 -0.6 0.1 -0.1 0.38
O 1.4674 -0.9778 1.5476 0.3 -0.1 -0.1 -0.31
C 3.1189 -0.8816 -0.1313 -0.3 0.0 -0.2 -0.81
N 2.0571 -0.9852 -1.0107 0.2 0.1 -0.1 1.45
H 1.3536 -0.7934 -4.1928 0.0 0.0 0.0 0.60
H 0.2762 -1.3186 -2.8709 -0.1 0.0 0.1 -0.57
H 1.3951 -2.4512 -3.5901 0.0 0.0 0.0 0.28
H 3.8142 -0.9312 -3.8568 0.0 0.0 0.0 0.51
H 5.7046 -0.6524 -2.3008 0.0 0.0 0.0 0.41
H 5.8827 -0.7216 2.5434 0.0 0.0 0.0 0.49
S -1.0190 0.8873 -1.7354 0.1 0.1 0.0 0.02
C -1.4661 0.5364 -3.3287 -0.1 -0.3 0.2 0.00
N -1.2996 1.4164 -4.2922 0.0 0.2 -0.3 -0.20
C -1.8042 1.1177 -5.6363 0.0 -0.1 0.2 -0.70
C -2.4969 -0.2545 -5.5630 0.1 0.1 0.0 -0.45
S -2.2755 -0.8857 -3.8665 -0.1 -0.2 0.1 0.10
H -0.8726 2.3047 -4.0712 0.0 0.0 0.0 0.26
H -0.9749 1.1019 -6.3386 0.1 0.0 0.0 0.31
H -2.4983 1.8944 -5.9479 0.0 0.0 0.0 0.34
H -2.0579 -0.9674 -6.2543 0.0 0.0 0.0 0.35
H -3.5622 -0.1849 -5.7629 0.0 0.0 0.0 0.38
N -2.7706 -6.8261 -2.8613 0.1 0.1 0.0 -0.52
C -2.3399 -5.8695 -2.3905 0.1 0.1 0.1 -0.32
C -1.8048 -4.6631 -1.7959 0.0 -0.3 -0.1 0.33
C -2.6453 -3.5914 -1.5217 -0.1 0.1 0.0 -0.53
C -2.1222 -2.4265 -0.9852 0.0 -0.1 0.1 -0.30
C -0.7623 -2.3019 -0.7026 0.0 0.1 -0.1 1.08
C 0.0653 -3.4062 -0.9522 -0.1 0.0 -0.1 -0.06
C -0.4456 -4.5736 -1.4984 0.0 0.0 0.0 -0.77
H -3.7053 -3.6743 -1.7304 0.0 0.0 0.0 0.54
H -2.7978 -1.6137 -0.7490 0.0 0.1 0.0 0.42
H 1.1201 -3.3741 -0.7081 0.0 0.0 0.0 0.38
H 0.2005 -5.4208 -1.6897 0.0 0.0 0.0 0.53
```
Forces are in eV/Å.

Results
HOMO-LUMO gap (spin up / spin down)	6.726 / 6.986	eV
charge	+1
maximum force	0.6	eV/Å
multiplicity	3
HOMO (spin up / spin down)	-10.06 / -10.33	eV
energy relative to the best compared isomer or geometry (same formula, charge and spin)	0.0000	eV